A cluster of 3 separate species, C28H49N5O3S2 in total. Source: the Open Molecules 2025 dataset; level of theory: wB97M-V/def2-TZVPD.

```
87
Properties=species:S:1:pos:R:3:forces:R:3
C 2.44926 -2.94918 0.73530 -0.213 -0.056 -1.243
C 1.44835 -3.94239 -0.08309 0.641 -0.372 1.082
S 1.79811 -3.67462 -1.89888 -0.398 0.306 0.039
C 0.21451 -3.43665 -2.84382 -2.090 0.108 0.594
C -0.88296 -2.54238 -2.05844 -1.950 0.297 1.171
N -2.07234 -3.20730 -1.62713 1.806 4.611 0.135
C -3.01359 -2.33009 -0.97619 -0.566 0.078 0.347
C -4.38186 -2.98063 -0.50650 -1.245 3.177 1.277
C -5.48876 -2.14276 0.18422 3.612 0.695 -0.843
C -6.92128 -2.70056 0.65466 -0.215 0.333 -0.842
C -7.06129 -4.28561 0.48401 -1.199 -1.830 -2.761
O -7.63471 -4.81382 -0.50992 2.406 2.482 4.428
O -6.47314 -5.13905 1.49813 0.313 1.695 -1.968
C -5.19432 -0.62486 0.45014 3.520 -0.910 -2.062
C -3.83749 0.02205 -0.01223 -2.910 -2.871 0.366
N -3.70105 1.47656 0.28376 2.100 -0.622 -1.688
C -2.65025 1.74600 1.31634 -0.385 0.892 1.480
C -3.52629 2.27318 -0.94246 -2.014 -0.330 -3.862
C -2.30719 3.30712 -1.19346 -0.400 0.411 1.630
O -4.35563 2.12398 -1.90149 3.049 0.347 3.907
C -2.70295 -0.82817 -0.74333 -2.151 0.456 1.255
N -1.50854 -0.10692 -1.10958 -0.240 -6.235 -1.786
C -0.64428 -1.02176 -1.78677 -1.352 0.275 0.062
S 0.97069 -0.30121 -2.42279 -1.238 -0.097 -0.331
H 3.41631 -2.87654 0.09981 -1.431 -0.194 1.333
H 2.68948 -3.34058 1.78868 -0.469 0.691 -1.629
H 1.99331 -1.89742 0.72693 0.684 -1.499 0.311
H 0.34498 -3.79816 0.19853 1.672 -0.250 -0.525
H 1.79883 -5.02263 0.15150 -0.928 1.724 -0.419
H 0.39825 -2.91398 -3.86135 0.125 -1.032 1.815
H -0.24430 -4.48936 -2.99235 0.495 2.001 0.059
H -4.60890 -4.09652 -0.67935 0.765 2.001 0.017
H -7.69400 -2.23063 -0.07337 1.279 -0.963 1.112
H -7.23752 -2.31562 1.70146 0.954 -0.917 -1.597
H -5.52231 -5.25194 1.22535 -1.195 0.108 0.495
H -5.98283 0.04448 0.95107 1.482 -1.112 -0.917
H -1.57582 1.75059 0.92660 -1.514 -0.327 0.572
H -2.88941 2.79470 1.75513 0.556 -1.685 -0.751
H -2.82034 1.01483 2.19591 0.530 1.070 -1.609
H -2.40756 3.87174 -2.19013 -0.052 -1.403 1.500
H -1.28701 2.79147 -1.06292 -1.647 0.693 -0.384
H -2.37331 4.11995 -0.36619 0.217 -1.276 -1.252
H 0.72413 -0.01660 -3.78201 -0.342 -0.455 1.503
C 0.40980 8.09518 0.34985 0.044 0.098 -0.012
C -0.87175 7.48487 -0.20445 -0.006 0.221 0.119
N -2.05688 8.31290 0.00520 -0.264 -0.080 0.159
C -3.30761 7.60802 -0.26491 0.026 -0.118 0.175
C -3.56791 7.14956 -1.69836 -0.265 -0.042 -0.182
C -1.98623 9.67895 -0.50423 0.225 0.153 0.193
C -1.71052 9.86947 -1.99491 -0.062 0.185 -0.215
H 0.30582 8.33955 1.41104 -0.059 0.017 -0.121
H 1.23276 7.38153 0.25029 -0.093 0.048 -0.024
H 0.69908 9.00071 -0.18972 -0.016 -0.047 0.066
H -1.01792 6.52906 0.31050 -0.254 0.066 -0.071
H -0.72227 7.25013 -1.26411 0.098 -0.100 -0.143
H -4.15003 8.22710 0.06546 0.197 0.099 -0.028
H -3.34298 6.72320 0.38296 0.177 0.063 0.010
H -3.84203 7.98430 -2.34548 0.103 -0.077 -0.013
H -4.40972 6.45001 -1.71327 0.068 0.030 0.013
H -2.71071 6.63299 -2.13477 -0.005 0.056 0.026
H -1.21067 10.21321 0.05552 0.018 -0.166 -0.010
H -2.91099 10.21085 -0.24688 0.012 -0.307 0.022
H -0.90780 9.22486 -2.35936 -0.040 -0.005 0.043
H -1.40480 10.90346 -2.18158 -0.013 -0.068 0.023
H -2.60172 9.68957 -2.59703 0.111 -0.075 -0.031
C 7.09499 -4.64653 -0.57494 -0.069 -0.067 -0.066
C 7.27254 -4.84585 0.92542 -0.198 0.040 -0.118
N 6.01349 -4.97769 1.65467 -0.153 0.179 0.247
C 6.17334 -4.88086 3.10363 0.046 0.243 -0.016
C 6.98652 -5.96920 3.80173 -0.009 -0.160 0.277
C 5.10987 -6.02708 1.19405 -0.088 0.118 -0.307
C 5.63398 -7.46211 1.17952 -0.110 -0.282 0.027
H 6.44692 -3.79109 -0.78734 0.006 -0.111 0.065
H 8.06598 -4.45379 -1.04008 -0.072 -0.037 0.074
H 6.67381 -5.53158 -1.05889 0.003 0.083 0.012
H 7.80426 -3.96589 1.30285 -0.142 -0.098 0.222
H 7.93096 -5.70524 1.09272 0.166 -0.089 -0.022
H 5.18403 -4.82422 3.57330 0.000 -0.081 -0.206
H 6.64229 -3.91488 3.32745 0.015 -0.043 -0.191
H 6.42873 -6.90413 3.87666 0.109 0.017 -0.058
H 7.21631 -5.65671 4.82525 -0.013 0.000 -0.079
H 7.93732 -6.16607 3.30279 -0.063 0.008 -0.015
H 4.78159 -5.77504 0.17932 0.145 0.064 0.027
H 4.18542 -5.99681 1.78533 0.235 0.149 0.115
H 6.64039 -7.53746 0.76234 -0.032 0.048 0.029
H 4.98014 -8.08458 0.56102 0.042 0.050 0.030
H 5.63720 -7.90135 2.17763 0.119 0.003 -0.065
```
Positions in Å, forces in eV/Å.

Output
Orbital gap = 6.80 eV
LUMO level = -1.402 eV
HOMO level = -0.302 Eh
DFT total energy = -65085.80406 eV